The following is a quantum chemistry calculation of a molecular structure, C39H38N6OPdS2Sb2 in a non-equilibrium geometry, from OMol25.

```
89
C39H38N6OPdS2Sb2 (wB97M-V/def2-TZVPD)
Sb -0.4253 -1.9817 -0.0853
Sb -0.7584 0.9198 1.0679
Pd 1.2107 -0.0495 -0.4281
S 4.6547 0.4353 3.5571
S 3.3488 4.0407 -1.4825
O 3.6534 -5.4653 -3.6626
N 2.4549 1.7696 -0.7008
N 3.4890 0.0100 1.3049
N 2.7042 -1.4316 -1.5747
N 1.7432 -4.5124 -4.4273
N 4.0065 -1.9645 2.4816
N 1.7498 2.3707 -2.8632
C -2.8381 -2.5376 1.7937
C -0.9069 4.7065 -1.0532
C -1.6430 3.8250 1.4901
C 2.9214 -4.5091 -3.7498
C 3.8363 3.4564 0.0605
C -2.7248 0.7728 -2.7922
C 4.0013 -0.6073 2.3298
C -4.1342 -2.9331 2.0931
C -2.5486 0.7023 2.2394
C 0.7297 -1.9927 1.9277
C 0.5980 0.4677 2.6789
C -1.0095 -0.6472 -1.9012
C 4.9055 -1.5664 -2.4976
C 3.9481 -0.9584 -1.7010
C -2.4552 0.8323 3.6216
C -4.6134 -3.1551 -0.2537
C -0.7653 0.3019 -4.0887
C 4.2320 1.7894 2.5873
C 3.2933 2.2445 0.3053
C -1.9884 0.9383 -3.9571
C -0.2556 -0.4825 -3.0544
C -2.2307 -0.0043 -1.7539
C -4.9509 0.6974 2.4107
C -1.4900 5.5830 -0.1489
C -3.3182 -2.7647 -0.5591
C 2.3908 -2.5433 -2.2450
C 3.6489 1.3813 1.4363
C -1.8645 5.1415 1.1141
C 4.5708 -2.7158 -3.1895
C 2.4421 2.5934 -1.7207
C -1.0290 2.9608 0.5894
C -3.6104 0.8911 4.3920
C 3.2790 -3.2143 -3.0653
C -4.8574 0.8252 3.7890
C 0.3393 -0.9981 3.0038
C -0.6857 3.3860 -0.6884
C -5.0227 -3.2325 1.0717
C -3.8020 0.6397 1.6374
C -2.4349 -2.4350 0.4665
H 4.5432 -2.3437 3.2445
H -1.6657 6.6122 -0.4317
H -0.6960 -1.1375 3.3144
H 4.4344 2.7944 2.9182
H -2.3397 5.8207 1.8091
H -5.9198 0.6470 1.9316
H -3.6916 1.2461 -2.6811
H -5.2989 -3.4092 -1.0512
H 1.7438 -1.8344 1.5736
H 1.2363 -3.6680 -4.6205
H -0.2648 2.6889 -1.4015
H -4.4473 -3.0073 3.1262
H 5.9002 -1.1477 -2.5585
H 1.5157 -5.3378 -4.9593
H -0.1907 0.4121 -5.0005
H 0.6782 -0.9950 -3.2031
H 4.1809 -0.0705 -1.1311
H 4.0251 -2.5182 1.6397
H 0.9580 -1.2848 3.8663
H -3.5286 0.9931 5.4660
H -2.8359 -0.1601 -0.8735
H -3.0003 -2.7286 -1.5947
H -0.6315 5.0444 -2.0440
H -6.0302 -3.5473 1.3080
H -3.9066 0.5558 0.5652
H -2.1513 -2.3244 2.6008
H -2.3754 1.5479 -4.7623
H 1.3613 1.4493 -3.0004
H 1.9560 2.9187 -3.6801
H 0.4393 1.1322 3.5258
H 1.3966 -2.9569 -2.0814
H 1.6098 0.6186 2.3162
H 4.5327 4.0186 0.6588
H -1.4996 0.8973 4.1217
H 0.5857 -3.0303 2.2228
H 5.2891 -3.2431 -3.8039
H -1.9478 3.4829 2.4716
H -5.7529 0.8844 4.3926
```

The value obtained for the HOMO energy (alpha / beta) is -12.8 / -12.8 eV. The value obtained for the molar mass is 1020.85 g mol⁻¹. The orbital gap (alpha / beta) comes out at 5.12 / 5.12 eV. Its net charge is +2.

The following is a quantum chemistry calculation of 15 unconnected molecules or ions with the total composition C90H145F8O28P7 in a non-equilibrium geometry, from OMol25.

```
278
C90H145F8O28P7 (wB97M-V/def2-TZVPD)
P 6.9020 -0.9453 -2.6209
P 3.4364 2.3846 -7.6493
P -0.5771 1.7290 4.4778
P -4.8818 5.5476 -1.8289
P 3.5323 4.2009 1.6585
P 5.7382 -2.3100 4.2671
P -6.4427 -0.8339 -0.8102
F -3.5536 -8.9951 3.1876
F 0.3503 -4.4647 8.8867
F 1.0239 -7.5270 3.6551
F -6.2634 -3.8799 5.0422
F 0.2873 -3.0511 1.9467
F -0.9458 4.7668 -5.4679
F -6.9294 1.2350 5.0657
F 1.1018 -1.9106 -3.2007
O -0.7013 2.7555 3.2549
O 4.7194 -2.7594 3.1151
O 4.7699 3.9782 0.6750
O -4.7520 4.3667 -2.8703
O 5.6640 -0.8872 4.6188
O 4.4746 3.4986 -8.0385
O 6.8040 0.5028 -2.5649
O -5.8601 -2.1262 -1.5205
O 0.2909 2.5635 5.4742
O -5.3996 0.0129 -0.2502
O -3.4394 6.2759 -1.7892
O 3.5145 2.6087 -6.0765
O 7.1338 -2.8538 3.7468
O -7.3741 -0.1284 -1.8866
O 6.2821 -1.5178 -3.9448
O 6.0820 -1.7024 -1.5275
O -7.4745 -1.3756 0.2647
O 3.8424 3.9173 3.0745
O -1.9957 1.7167 5.2498
O 8.3504 -1.5729 -2.4788
O 5.3865 -3.2815 5.4892
O -0.1763 0.3843 4.0335
O 2.0972 2.8705 -8.2366
O -5.6286 6.6982 -2.5936
O 2.3450 3.2468 1.0232
O -5.4952 5.0594 -0.5645
O 2.9981 5.6481 1.3690
O 3.6210 0.9776 -8.0620
C -8.6199 -0.6532 -2.3345
C 9.4061 -0.8687 -1.8879
C -4.0319 -1.0490 4.9995
C 1.6697 2.8611 5.1305
C -3.0920 -2.7547 6.4466
C -3.6650 2.4717 6.7205
C -3.0277 -1.4923 5.8641
C -4.1858 -3.5711 6.1595
C -2.6221 -0.9654 1.2353
C -7.0076 6.5696 -2.8900
C -1.0847 -0.8702 -0.6302
C -7.6942 3.3236 4.4701
C -0.2525 -1.7551 0.0231
C 1.0086 -8.4841 1.5042
C 1.2808 -3.2486 -3.4716
C -8.0448 -2.8144 2.0487
C 1.8408 5.2152 -9.0340
C -0.6102 -2.2274 1.2550
C 0.3713 -1.8259 6.4314
C 0.1766 -4.0460 -3.5628
C -1.7908 4.4885 -1.3262
C -4.2669 -6.1031 1.1441
C 6.0960 -0.4167 -6.0129
C -1.3230 3.4449 -5.5172
C -4.4129 -7.3013 1.7940
C 1.5986 -6.1543 1.8964
C -5.1649 -3.0871 5.3298
C -4.4699 -2.4841 -1.6726
C 1.6230 1.1140 0.0223
C 3.6211 1.7456 -3.8232
C -5.0903 3.0247 -2.4104
C 3.3022 -2.5689 3.2124
C 1.2078 -8.2838 0.1523
C 4.6417 4.3054 -0.7166
C -6.9641 -1.9246 1.4074
C 2.4248 1.8069 1.1749
C 2.0438 6.2743 2.1622
C -6.2662 3.0497 2.0452
C 1.5654 4.1738 -7.9007
C 5.8594 3.8722 -1.5343
C 3.9841 -2.4755 7.2671
C -7.7011 4.3208 3.4747
C -2.2652 5.6436 -2.2090
C 7.6814 -2.1988 2.5888
C 0.6571 6.0820 1.6144
C -2.2205 -7.1086 2.7276
C 4.9553 -1.0980 -1.0147
C -5.0905 -1.8499 4.7652
C 2.8028 -5.0513 -3.7769
C -2.5649 2.9214 5.7418
C 0.4040 -5.3631 -3.8727
C -3.4084 -7.7734 2.5735
C 1.2137 -7.3927 2.3334
C -0.6848 2.5937 -4.6558
C -1.0025 1.2605 -4.7821
C -2.6119 1.7302 -6.4694
C -4.8776 2.1727 -3.6376
C -2.3208 3.0736 -6.3835
C -3.0726 -5.4098 1.2995
C 5.3435 -2.9520 6.8844
C 5.8359 3.4665 -7.5890
C -1.7892 -1.8457 1.9228
C 0.0439 -3.9402 5.3613
C -7.1826 5.8657 -4.2281
C 0.2388 -3.8358 7.7146
C -7.0031 4.2182 2.2839
C 2.6332 1.8411 5.5893
C 6.5574 4.6871 -8.1358
C 0.0372 -4.6182 6.5859
C 0.1757 -2.5745 5.2502
C 10.7071 -1.5826 -2.3350
C -6.2020 2.0360 2.9935
C 4.1191 -2.2239 -0.4920
C 0.3767 -2.4418 7.6873
C -2.6579 2.7194 1.8023
C -2.0588 -5.9190 2.0833
C -6.9189 2.2272 4.1820
C 2.5949 -3.6810 -3.5483
C 2.9707 1.6028 -5.2069
C -8.5628 -0.9014 -3.8283
C -1.2006 2.3123 1.9750
C 1.5561 -7.0627 -0.3586
C 7.0455 -1.1582 -5.1143
C 2.9244 -1.1345 2.9666
C -2.2652 -0.4495 -0.0228
C 1.7035 -5.9907 0.5396
C 7.9061 -3.2246 1.5321
C -1.8886 0.8103 -5.7256
C 1.7078 -5.8930 -3.9913
C -3.8260 -1.7637 -2.8224
H 0.4924 4.1169 -7.7134
H -7.7348 -1.5581 -4.0669
H -2.0875 -0.9774 5.9676
H -2.8384 3.8088 -6.9892
H -6.0973 2.9026 -1.9891
H -8.9141 -2.2072 2.3429
H 8.1964 -2.7302 0.5969
H -2.3936 3.5918 -1.4383
H -8.3595 5.1522 3.6449
H -5.3121 -7.8950 1.6990
H 1.9781 1.5444 -0.8990
H -5.8239 2.8733 1.0660
H 6.5680 -0.1456 -6.9686
H -5.9539 -1.5946 4.1926
H -6.5126 6.3843 -4.9201
H 1.7387 3.0243 4.0782
H 4.7046 1.7320 -4.0350
H 2.1126 1.4998 2.1963
H 5.8733 3.3724 -6.5188
H 6.0889 5.6397 -7.9068
H 6.8021 4.3543 -1.2037
H 3.4310 -0.3897 3.6197
H 3.8040 -2.3836 8.3325
H 3.3033 -0.8391 1.9930
H 1.6432 -6.8836 -1.4144
H -0.4004 -6.0798 -3.9801
H -3.8418 2.0516 -3.9666
H -9.3749 0.0449 -2.0126
H 1.9066 3.7071 5.7559
H 2.8866 -3.1857 2.4122
H -3.1373 2.4733 0.8419
H 1.7803 -5.3148 2.5415
H 5.2383 -0.4046 -0.2282
H 3.8091 -5.3225 -3.9065
H 0.5701 1.3031 0.1083
H 0.6370 -9.3956 1.9457
H -1.4603 -7.5509 3.3629
H 5.1245 -0.8441 -6.2359
H -6.0204 -2.4736 1.2131
H -2.0699 -2.1594 2.9211
H -3.0937 3.4366 4.9365
H -1.0423 1.2221 1.8185
H -2.0623 -0.2315 -5.8940
H 3.9870 -2.9429 -1.2796
H 2.5981 1.7335 6.6854
H 9.3825 0.1682 -2.2065
H 3.4457 -2.9851 -3.5914
H 5.7999 0.5112 -5.5197
H 5.5169 -3.9293 7.3583
H 1.7682 0.0307 0.0314
H -1.5067 6.4410 -2.1805
H 3.6377 2.1443 5.2759
H -7.4142 7.5777 -2.9595
H 6.9991 -1.4211 2.2701
H -3.8486 -0.7165 -2.5861
H 11.5858 -1.0552 -1.9581
H 3.4458 2.7131 -3.3361
H -8.4391 0.0310 -4.3724
H 2.2058 5.9337 3.1669
H -5.6481 1.1410 2.7916
H 2.9577 -2.9108 4.1843
H -4.3973 -3.5797 -1.7251
H -0.6346 2.8051 1.2114
H 0.2815 5.0562 1.5360
H -2.7985 -2.1300 -2.9649
H -3.3556 1.8621 7.5497
H 3.3407 0.9157 -3.1669
H 0.7626 6.3610 0.5622
H 2.9173 5.2109 -9.2971
H 1.8941 -4.9942 0.1443
H -4.4099 2.6810 -1.6444
H -2.9209 0.2544 -0.5141
H 3.8131 3.6834 -1.0636
H 0.5254 -1.8363 8.5673
H 0.1745 -2.0380 4.3211
H -6.7454 -1.1218 2.1016
H -5.3558 2.6848 -4.4737
H 0.0928 2.9889 -4.0141
H 1.1136 -9.1345 -0.4883
H 6.2762 2.5821 -8.0862
H -1.8606 3.5690 6.2520
H -2.3648 5.3092 -3.2631
H -1.1088 -5.4136 2.1933
H 1.9039 1.7613 -5.0984
H -1.8104 4.8274 -0.2809
H 2.4094 0.8165 5.2047
H 4.6282 -2.8537 0.2102
H -0.8296 -0.4540 -1.6017
H -2.8107 3.8061 1.9443
H -0.7192 4.2282 -1.4936
H 3.4308 1.4567 1.1875
H -0.0510 -4.4829 4.4406
H -2.9907 -4.5284 0.7158
H -8.4554 -3.5704 1.3830
H -0.8327 -3.6172 -3.5090
H 7.6007 4.7516 -7.7978
H -8.2754 3.3893 5.4259
H 10.7676 -1.6550 -3.4230
H 7.4058 -2.0931 -5.5374
H 6.0639 2.7966 -1.4093
H -4.0936 -0.1088 4.4948
H 6.0388 -2.1385 7.0697
H -7.0338 4.7890 -4.2504
H 6.9544 -3.7325 1.3872
H 3.2737 0.6185 -5.5947
H -7.5016 6.1180 -2.0260
H -3.2001 1.3766 -7.3200
H -3.2891 2.2447 2.5697
H -4.2911 -4.5841 6.5112
H 1.8422 -1.0154 3.0543
H -6.9577 5.0040 1.5442
H -3.5376 -0.5937 1.7575
H 10.7132 -2.5669 -1.8777
H 0.5523 -0.7600 6.3836
H -5.0488 -5.7758 0.4722
H -0.0289 -5.7203 6.6342
H -4.4229 1.9098 6.1664
H -8.7999 -1.6129 -1.8475
H -0.0140 6.7091 2.1553
H 2.0673 4.5601 -7.0039
H 4.5043 5.3728 -0.8300
H 9.3263 -0.8732 -0.7913
H -5.2035 1.1301 -3.5639
H -0.4280 0.5467 -4.1885
H 2.2596 7.3383 2.0311
H 3.1885 -1.9385 -0.0179
H -7.6404 -3.2245 2.9600
H -9.5080 -1.3412 -4.1708
H 4.3981 -0.6341 -1.8115
H -2.3731 -3.1311 7.1521
H -8.2152 6.0403 -4.5210
H -3.9453 -2.1863 -0.7612
H -4.3854 -1.9150 -3.7431
H 6.6023 4.6241 -9.2221
H 8.6214 -1.7699 2.9001
H 7.9167 -0.5506 -4.8536
H -4.0713 3.3610 7.1727
H 5.7305 4.1366 -2.6035
H 3.1932 -3.1611 6.9941
H 8.6357 -3.9987 1.8166
H 1.5756 6.2062 -8.6606
H 1.2909 5.0309 -9.9501
H 1.8309 -6.9228 -4.2808
H 3.7890 -1.4655 6.8725
H 0.6704 -2.1090 -0.4193
```

The value obtained for the HOMO energy is -8.8 eV. The value obtained for the molar mass is 2043.92 g mol⁻¹. The orbital gap comes out at 9.14 eV.

The following is a quantum chemistry calculation of a gas-phase ion, C6H13N2O (charge +1) in a non-equilibrium geometry, from OMol25.

```
22
C6H13N2O (wB97M-V/def2-TZVPD)
O -0.0029 -0.6113 -1.2845
N 1.1826 -0.4862 3.3217
N 0.0940 1.7020 -1.3168
C -0.8165 2.3312 -2.2296
C 0.3953 -0.9122 2.3878
C -1.1468 -2.1074 0.0588
C 0.4250 -0.4245 1.0989
C 0.7601 0.5314 -1.6456
C -0.1421 -1.0043 -0.0470
H 1.7773 0.3050 -1.2087
H -1.3710 1.6035 -2.8627
H -0.9650 -2.5825 1.0436
H 1.7878 0.3647 3.3569
H 0.8492 0.4397 -2.7154
H -1.1595 -2.7171 -0.9244
H 1.2626 0.3524 0.8755
H -1.5376 3.0392 -1.6981
H -0.1524 1.8744 -0.3745
H -0.0052 -1.8235 2.6489
H -0.3740 3.0531 -2.8503
H -2.1560 -1.8230 0.2552
H 1.2952 -1.1045 4.1102
```

The value obtained for the HOMO energy is -12.6 eV. The value obtained for the molar mass is 129.18 g mol⁻¹. The orbital gap comes out at 8.12 eV. Its net charge is +1.

The following is a quantum chemistry calculation of a molecular structure, C15H44AgF2N3O11S2 in a non-equilibrium geometry, from OMol25.

```
78
C15H44AgF2N3O11S2 (wB97M-V/def2-TZVPD)
Ag -2.6978 1.3308 2.1079
S -0.4016 0.4116 -0.3971
S 0.6522 0.7523 1.8465
F -0.0321 1.0573 3.2712
F -1.8591 -0.0109 -0.9311
O -4.1713 -0.4176 1.6150
O 1.4226 1.9117 1.5685
O 0.1093 -0.7974 5.4299
O -0.0987 1.5442 -1.2369
O 0.3617 -0.7751 -0.6093
O 0.1608 2.9732 7.0608
O -1.8676 -3.1451 -1.6137
O 2.3466 0.2414 -6.0573
O 5.9104 -0.2887 1.4425
O -1.6764 3.3911 -2.3904
O 1.3015 -0.4826 2.1107
N -4.7062 -1.6009 -0.2439
N -6.3558 -0.8218 1.1739
N -0.8769 0.7121 1.0763
C 1.0328 -2.7022 4.3540
C -2.4825 -2.3866 -3.7750
C -1.4198 -3.1129 -2.9521
C -1.8606 3.0305 -3.6906
C 1.9584 2.2170 5.6444
C -1.5446 1.4856 -3.7914
C 1.5117 3.2438 6.6889
C 2.3070 -0.0368 -4.6522
C 1.0728 -0.9157 -4.3843
C -3.1977 3.4742 -4.2026
C 4.4575 -2.2448 1.3043
C 2.1140 1.3211 -3.9789
C 4.6083 -0.7854 1.7108
C -5.0284 -0.9357 0.8887
C 1.3335 -1.4555 5.1939
H 3.0500 1.8755 -3.9068
H 1.8750 -1.6380 6.1256
H -0.2026 -0.4416 4.5940
H 2.5865 -0.5633 -6.5277
H -3.3009 3.3001 -5.2753
H 5.0238 -2.9166 1.9470
H 1.6486 4.2879 6.4121
H -2.4420 -1.3073 -3.6024
H 0.2785 -3.2849 4.8789
H 1.3412 2.3519 4.7638
H 0.7961 -0.8319 -3.3259
H -0.7867 3.0566 -2.0926
H 0.2253 -0.5482 -4.9610
H 1.8052 1.2424 6.1066
H 3.3928 -2.4768 1.4234
H -1.2562 -2.7802 -0.9693
H 0.1355 2.3958 7.8259
H -0.4790 -2.5691 -3.0499
H 3.0379 2.2717 5.4891
H -0.5120 1.2751 -3.5521
H -5.4262 -2.1126 -0.7188
H -2.3411 1.0228 -3.2122
H 2.0929 -0.8205 4.7077
H 1.4403 1.9230 -4.5926
H -3.4709 -2.7250 -3.4634
H -7.0026 -1.3834 0.6508
H -1.7307 1.2054 -4.8307
H 1.2607 -1.9805 -4.5211
H -2.3269 -2.5843 -4.8365
H -6.5949 -0.3997 2.0520
H 4.3848 -0.7179 2.7803
H 4.6868 -2.4415 0.2556
H -3.4399 4.5294 -4.0808
H 1.7569 1.1493 -2.9640
H -3.7398 -1.6173 -0.5225
H 2.1265 3.1180 7.5893
H 3.2262 -0.5231 -4.3219
H 3.8644 -0.1578 1.2131
H 0.6461 -2.3577 3.3954
H 6.4213 -0.9527 0.9750
H -1.2433 -4.0862 -3.4173
H -3.9952 2.8898 -3.7322
H -1.0918 3.4608 -4.3856
H 1.8956 -3.3192 4.0951
```

The value obtained for the HOMO energy (alpha / beta) is -11.5 / -11.5 eV. The value obtained for the molar mass is 652.53 g mol⁻¹. Its spin multiplicity is 2. The orbital gap (alpha / beta) comes out at 7.68 / 2.81 eV. Its net charge is +1.

Which formula does entry 1 have? C39H38N6OPdS2Sb2